No. 1
12
Properties=species:S:1:pos:R:3:forces:R:3:nbo_charge:R:1 method="wB97M-V/def2-TZVPD" e_tot_ha=-645.66605 charge=+1 smiles="C[N+]1(C)OC1=S" gap_ha=0.369 largest_force_ha_per_bohr=0.06977
C -0.8006 -1.1758 0.0896 -1.08 -3.22 0.66 -0.470
H -1.6959 -1.1343 -0.5228 -0.51 0.55 0.39 0.256
N -0.1491 0.0901 0.0375 2.05 0.28 -0.17 -0.022
H 1.7432 -0.4736 1.1441 -1.27 0.13 -1.37 0.285
H 1.3344 1.1219 1.3993 -1.64 -0.24 -0.50 0.287
S -0.5081 1.6063 -2.4346 0.38 0.56 -1.50 0.407
C 1.1857 0.3507 0.6010 3.28 0.85 1.18 -0.509
O -1.0740 1.1549 0.2121 -0.49 1.72 0.21 -0.245
H -0.2801 -1.9525 -0.5408 0.37 0.79 1.27 0.275
H -1.0797 -1.5447 1.1919 0.95 0.98 -2.49 0.277
H 1.8490 0.8200 -0.1831 -0.76 -1.11 0.40 0.257
C -0.5247 1.1370 -0.9940 -1.29 -1.28 1.91 0.202

No. 2
59
Properties=species:S:1:pos:R:3:forces:R:3:nbo_charge:R:1 method="wB97M-V/def2-TZVPD" e_tot_ha=-5987.69313 charge=0 gap_ha=0.255 largest_force_ha_per_bohr=0.05223
H 0.4080 0.5351 -4.2295 -0.01 0.01 0.04 0.221
H -0.6587 0.4321 1.3142 0.05 0.40 0.14 0.246
O 3.0750 3.1345 0.1253 0.77 -0.60 1.09 -0.683
N 2.2598 -0.0182 -3.3537 0.23 -0.13 0.15 -0.499
H 0.2199 2.1198 -0.5721 0.12 0.57 -0.12 0.227
O -2.4409 0.3331 3.8330 0.05 0.41 0.75 -0.361
C 3.4490 0.5947 -3.1320 0.84 0.94 -1.10 -0.084
H 2.3278 1.8558 -1.3080 0.33 0.28 -0.35 0.211
C 3.4015 1.8594 -3.7120 -0.26 -1.16 0.49 -0.328
K -4.1443 -1.7831 -2.8094 0.36 -0.50 0.96 0.991
F -2.3565 -0.7103 -0.8462 0.18 -0.12 -0.54 -0.642
C 2.0673 2.0162 -4.1891 0.61 0.51 -0.29 -0.321
C 2.9057 -2.4454 1.0425 0.86 0.06 -0.69 -0.062
S 2.3553 2.6550 1.4886 -0.47 2.26 -0.30 2.534
H 4.3018 0.1076 -2.6893 -0.15 -0.21 0.04 0.216
H -2.2364 1.2144 1.5432 -0.10 0.06 0.31 0.228
O -0.5980 -0.6690 3.3829 0.82 -0.07 0.61 -0.412
H 4.2600 2.5040 -3.7985 -0.19 0.29 0.14 0.225
F -1.0052 -1.0666 -2.9525 -0.25 0.06 0.72 -0.644
H 0.2994 3.9025 -0.8803 -0.27 0.05 0.34 0.193
C -3.6642 -3.5283 0.7270 -0.02 -2.18 -0.63 0.953
F 0.9381 -1.7135 -1.5288 -0.65 0.25 0.00 -0.632
H -5.6325 1.9141 -0.8794 0.03 0.04 0.01 0.228
O -4.3655 -3.2971 -0.2924 -0.08 1.19 -0.28 -0.878
N 2.2213 -1.6775 1.9292 0.05 -0.19 0.65 -0.502
O -6.2700 1.0979 1.4543 -0.17 -0.17 0.18 -0.345
As -0.7171 -1.2138 -1.2089 0.43 -1.10 -0.14 2.836
C 2.2225 -2.2914 3.1758 -0.25 -0.56 -2.00 -0.106
H 2.1081 -0.9962 -3.1899 -0.36 0.04 0.26 0.433
O -3.3731 -4.6677 1.1516 0.74 0.78 0.23 -0.799
C 2.2267 2.9001 -1.0123 -0.81 -1.10 1.10 -0.102
H 1.7182 -0.8361 1.7034 0.21 0.15 0.02 0.446
C -4.8730 2.0116 -0.1058 0.03 0.50 -0.61 -0.496
C 1.4109 0.8364 -3.9848 -0.38 -0.13 0.02 -0.077
H 2.9079 -4.2429 3.7351 0.32 0.01 -0.10 0.214
O -3.1273 -2.4667 1.4159 -0.44 0.26 0.00 -0.763
C 0.7832 3.0397 -0.4290 0.38 0.12 -0.78 -0.119
O 2.3011 1.2350 1.6424 -0.02 0.42 -0.54 -0.924
H -3.6803 -1.7237 1.1295 0.44 0.15 0.14 0.497
F -0.3813 -1.4106 0.4907 -0.08 -0.14 -0.26 -0.635
O 2.7803 3.4665 2.5948 -0.20 -0.93 -1.29 -0.871
H 1.6594 2.9082 -4.6371 -0.06 -0.09 -0.12 0.217
K -0.3752 -4.0823 1.8331 -0.54 0.44 -0.20 0.981
O 0.9407 3.2574 0.9676 0.23 -0.36 1.13 -0.698
H 3.0707 -2.1628 0.0142 -0.24 0.31 0.11 0.217
H -0.7507 1.9412 2.3028 -0.08 0.12 -0.29 0.234
N -5.1957 1.0009 0.9190 0.39 0.06 -0.01 0.541
N -1.4081 0.2155 3.2198 -1.49 -0.89 -1.56 0.544
H 3.9927 -4.3537 1.2156 0.00 -0.04 0.02 0.226
F -1.2246 -2.8923 -1.2970 0.06 0.76 0.00 -0.622
C 2.8268 -3.5095 2.9405 0.63 -0.55 2.55 -0.345
H 1.7900 -1.8519 4.0555 -0.18 0.00 -0.08 0.237
H -3.8776 1.8462 -0.5055 -0.02 -0.20 0.11 0.231
C -1.2633 1.0371 1.9827 0.77 0.07 0.25 -0.491
F -0.2509 0.4559 -1.1116 -0.05 -0.63 -0.31 -0.629
H 2.5207 3.5896 -1.7923 -0.09 0.02 0.08 0.220
O -4.3497 0.1524 1.1291 -0.28 0.03 0.14 -0.395
H -4.9451 3.0083 0.3217 -0.10 -0.11 0.19 0.243
C 3.4152 -3.5675 1.6666 -1.63 0.55 -0.41 -0.329

No. 3
53
Properties=species:S:1:pos:R:3:forces:R:3:nbo_charge:R:1 method="wB97M-V/def2-TZVPD" e_tot_ha=-1752.03964 charge=+2 gap_ha=0.224 largest_force_ha_per_bohr=0.01086
N 2.3782 -0.6079 4.0960 0.09 0.02 0.14 -0.420
H -0.2179 3.8515 3.1316 0.00 0.00 0.00 0.233
C -2.2455 0.5147 -2.9487 0.01 0.05 0.03 -0.304
H 0.1021 4.4633 1.4858 0.00 0.01 0.00 0.201
C -1.1421 3.3203 -0.9069 0.03 0.03 0.04 -0.254
C -3.3018 0.5386 -2.0307 0.02 -0.11 -0.04 0.070
H -4.6990 -0.8303 2.8340 -0.01 -0.02 -0.01 0.260
C 3.0863 -3.3557 -3.1873 -0.01 0.00 0.00 -0.117
H -3.9899 1.2373 0.9418 0.12 0.01 0.00 -0.019
H -1.6427 2.8351 -1.7365 -0.01 -0.02 -0.03 0.214
N 0.7945 -0.5036 2.2794 0.05 -0.23 0.06 -0.634
B -3.7753 0.1644 0.4455 0.10 0.12 0.02 0.152
O 0.1293 2.3787 1.7550 -0.01 0.08 0.02 -0.835
H 1.2920 -4.4458 -3.6459 0.00 0.00 0.00 0.252
P 0.6628 1.8255 0.3962 0.07 -0.10 0.01 2.118
H -4.7553 -0.3979 0.0548 -0.05 0.09 0.05 -0.003
N 4.6896 -1.3450 4.6090 0.03 0.03 0.00 -0.200
C -1.1399 0.2367 -2.1901 -0.08 -0.01 -0.04 -0.006
N -1.9139 -1.4581 1.3933 0.12 -0.14 -0.07 -0.414
N -3.0828 -0.7672 1.5201 -0.08 -0.06 0.00 -0.268
C 3.6871 -2.3667 -2.4105 0.00 -0.01 -0.01 -0.148
C 2.9392 -1.6768 -1.4810 0.01 0.00 0.03 -0.138
C 0.7879 -1.2844 -0.4029 0.20 0.45 -0.26 0.272
C -1.8633 -2.3655 2.4086 -0.01 -0.04 -0.06 0.004
H 3.6806 -3.8932 -3.9144 0.00 0.00 0.00 0.249
O 0.1904 2.7371 -0.7761 -0.05 -0.06 -0.11 -0.830
H -0.9924 4.3739 -1.1204 0.00 0.00 0.00 0.230
H -2.2995 0.6643 -4.0127 0.00 0.00 0.00 0.270
H -0.1115 0.1218 -2.4896 0.01 -0.02 0.01 0.235
H 1.4473 3.8264 2.4819 0.00 0.00 0.00 0.217
C -3.7299 -1.2298 2.5803 -0.01 -0.07 0.00 0.078
C -2.9924 -2.2533 3.1778 0.00 0.03 0.02 -0.296
H -3.2569 -2.8315 4.0455 -0.01 0.00 0.00 0.272
C 0.3915 3.7387 2.2430 0.01 -0.01 -0.01 -0.255
C 0.9742 -2.9956 -2.1100 0.00 0.02 0.00 -0.106
H -0.0738 -3.2301 -1.9747 0.00 0.00 0.00 0.236
Re -0.2551 -0.4450 0.6980 -0.46 0.18 0.18 0.974
N -1.4977 0.1070 -0.8813 0.20 0.00 0.11 -0.367
H 4.7385 -2.1466 -2.5324 0.00 0.00 0.00 0.241
C 1.5740 -1.9854 -1.3342 -0.03 -0.24 0.12 -0.313
C 3.0317 2.1086 -0.7997 -0.02 0.03 0.02 -0.249
C 1.6495 -0.5900 3.1397 -0.09 0.20 -0.17 0.746
C 3.6223 -1.0056 4.3490 -0.09 -0.05 -0.05 0.368
H 3.3937 -0.9186 -0.8560 -0.01 -0.03 0.00 0.223
H 2.7940 3.0425 -1.2994 0.00 0.01 0.00 0.220
H -1.0124 -3.0186 2.5156 -0.01 -0.01 -0.02 0.241
H -1.7090 3.1962 0.0145 0.00 -0.01 -0.01 0.201
O 2.2129 1.9806 0.4015 0.07 -0.08 -0.03 -0.824
C 1.7381 -3.6700 -3.0394 0.02 -0.01 -0.01 -0.203
H 4.0590 2.1084 -0.4540 0.00 0.00 0.01 0.231
H -4.3590 0.6815 -2.1868 0.00 0.00 0.00 0.263
N -2.8401 0.3013 -0.8129 -0.12 -0.05 0.04 -0.256
H 2.8523 1.2637 -1.4633 -0.01 0.03 0.00 0.187

No. 4
79
Properties=species:S:1:pos:R:3:forces:R:3:lowdin_charge:R:1 method="wB97M-V/def2-TZVPD" e_tot_ha=-2899.65889 charge=+1 gap_ha="0.193 / 0.188" largest_force_ha_per_bohr=0.00335
N -1.4618 -0.6976 1.7353 -0.01 0.02 0.00 -0.001
N -2.5338 2.0851 1.2666 0.01 0.03 -0.02 -0.037
C 2.7901 1.0481 5.5669 0.00 -0.01 -0.01 -0.168
C -0.9096 -2.3213 3.4057 0.00 0.00 0.01 0.035
S -6.3042 1.5555 -3.2790 0.00 -0.09 0.02 0.419
C 0.2732 2.0209 3.6401 0.10 0.07 -0.07 -0.181
H 0.9685 3.7504 -1.8227 0.01 -0.01 -0.01 0.051
C 2.9667 3.3301 5.0799 -0.01 0.00 0.00 -0.178
H 2.2858 3.2616 0.1865 -0.01 0.00 0.00 0.042
C -0.9175 0.8586 -2.3946 0.00 0.01 -0.02 -0.204
C 1.4588 3.5273 5.1014 0.03 0.00 -0.02 -0.079
C 1.6023 3.8212 0.8217 0.01 -0.01 0.02 -0.308
H -4.4064 -0.5809 -2.7655 -0.01 0.02 -0.02 0.111
N 1.0368 -0.0722 1.2848 0.03 0.02 -0.05 -0.062
H -0.8007 3.7373 -1.9670 0.00 0.00 0.00 0.039
O 3.3429 2.2911 5.9558 0.00 0.00 0.01 -0.104
O 1.2490 1.5478 -3.0622 0.02 0.01 0.00 0.120
C 3.5591 -0.0795 1.3357 0.01 0.00 0.00 -0.005
C 0.0399 4.1103 -1.3873 0.02 -0.01 -0.01 -0.304
C 0.5127 1.2024 -2.1723 -0.03 0.02 0.00 -0.447
H -2.2466 3.0055 1.5947 0.00 -0.01 0.00 0.055
O 1.6821 -1.1865 3.2104 0.01 -0.01 0.01 0.097
H 3.2952 1.6011 -2.1696 0.00 0.00 0.00 0.108
H -2.8595 1.5953 2.0963 -0.01 0.00 0.00 0.088
C -4.7887 1.4754 0.4745 0.03 0.00 0.01 -0.056
H 0.0218 5.1981 -1.3773 0.00 0.00 0.01 0.065
N 0.8090 2.2339 4.7992 -0.07 -0.02 0.05 -0.047
H 5.6675 0.0474 1.0407 0.00 0.00 0.00 0.112
H -4.2130 -2.3475 2.7000 0.00 0.00 0.00 0.127
O -7.4975 2.3590 -3.3044 0.02 0.01 0.00 -0.306
C 4.6942 0.2606 0.6201 -0.01 0.00 0.00 -0.062
C -3.1662 -2.0799 2.6788 0.00 0.01 0.00 -0.005
C -3.4022 -0.1772 -2.6927 0.02 -0.01 0.05 0.000
H 1.8000 4.8890 0.7474 0.00 0.00 0.00 0.063
C -2.7614 -0.1261 -1.4657 -0.03 0.01 -0.01 -0.086
C -3.6259 2.2130 0.3138 -0.01 -0.03 0.02 -0.322
H 0.8384 0.1739 5.2478 -0.01 0.00 0.01 0.119
C -5.6811 1.3772 -0.5846 0.02 0.02 -0.02 -0.031
H -0.1297 -2.7730 4.0024 0.00 0.00 0.00 0.134
C -2.2364 -2.7229 3.4764 0.00 0.00 0.00 -0.002
H -4.9859 0.9540 1.4064 -0.01 0.00 0.00 0.112
H 5.4975 1.1138 -1.1775 0.00 0.00 0.00 0.113
H 1.1341 4.2698 4.3732 0.00 0.00 0.00 0.133
H -3.4564 -0.5400 1.2216 0.00 0.00 -0.01 0.072
H 1.1258 3.8358 6.0926 0.00 -0.01 0.00 0.140
H -2.5372 -3.5199 4.1427 0.00 0.00 0.00 0.128
C -2.7804 0.3808 -3.7952 0.00 0.01 -0.04 0.018
C 2.3139 0.2109 0.7786 -0.01 -0.01 0.02 -0.199
N -1.5541 0.4225 -1.2924 0.03 -0.02 0.07 -0.012
H 3.2999 3.1014 4.0570 0.00 0.00 0.00 0.129
C 4.5981 0.8625 -0.6318 -0.01 0.00 0.01 -0.058
O -5.3144 1.8388 -4.3111 -0.02 0.03 -0.02 -0.349
N 0.8737 1.0086 -0.8379 0.01 0.01 -0.02 -0.097
H -4.1735 3.4349 -2.7909 0.00 0.01 0.01 0.127
C 1.2733 1.0959 5.6281 0.02 0.00 -0.01 -0.072
H 3.6354 -0.5655 2.2938 0.00 0.00 0.00 0.098
H -0.9097 1.2623 -4.4737 -0.01 0.00 -0.01 0.136
O -6.5028 0.1286 -3.0466 -0.01 0.04 -0.01 -0.355
H -2.5723 3.6368 -0.8927 -0.01 0.00 0.00 0.074
H 3.1087 0.7867 4.5493 0.00 0.00 0.01 0.120
H 1.7134 3.4982 1.8532 0.01 0.00 -0.01 0.016
C -0.5717 -1.3163 2.5268 0.01 0.00 -0.01 -0.186
S -0.1012 3.5365 0.3179 -0.01 0.00 -0.03 0.830
H 3.4691 4.2348 5.4178 0.00 0.00 0.00 0.139
C -4.3375 2.9012 -1.8634 0.01 -0.02 -0.02 -0.029
H -3.3032 0.4274 -4.7401 0.01 -0.01 0.00 0.126
N -0.2178 1.8398 2.6038 -0.09 -0.06 0.13 0.056
H 0.9289 1.2750 6.6467 0.00 0.00 0.00 0.140
C -2.7413 -1.0718 1.8297 0.00 0.00 0.01 -0.102
C 3.3662 1.1443 -1.1967 0.02 0.01 -0.01 -0.008
H -6.5514 0.7374 -0.5178 -0.01 0.00 -0.01 0.129
H 3.1713 0.2973 6.2562 0.00 0.00 0.00 0.142
Mo -0.5422 0.9883 0.5924 -0.03 -0.07 -0.06 1.515
C -5.4114 2.0256 -1.7815 -0.03 -0.02 0.04 -0.245
C -3.4379 2.9919 -0.8157 0.01 0.02 -0.01 -0.044
C 2.2172 0.8231 -0.4739 -0.03 -0.01 -0.02 -0.229
C -1.4879 0.8773 -3.6451 0.01 0.01 0.02 0.054
H -3.2569 -0.5189 -0.5974 0.01 -0.01 0.01 0.088
C 0.8494 -0.8601 2.3917 -0.01 0.02 0.00 -0.443